1.
Formula: C5H9NO
Source: the OMol25 dataset
Level of theory: ωB97M-V/def2-TZVPD

Results
- Frontier orbital gap: 10.3 eV
- Relative energy (zero: lowest compared OMol25 entry of this formula, charge and spin): 230.9 kJ/mol
- DFT total energy: -8866.8198 eV
- SMILES string: C[C@@H]1C(=O)N[C@@H]1C

The geometry in XYZ format:
```
16
C5H9NO | the OMol25 dataset | ωB97M-V/def2-TZVPD
C 0.270 0.817 -1.646
C 0.731 0.559 -0.207
N 0.152 1.546 0.752
C -0.435 0.543 1.502
O -0.707 0.425 2.683
C 0.014 -0.573 0.619
C -0.712 -1.742 -0.003
H -0.820 0.909 -1.705
H 0.593 0.017 -2.322
H 0.695 1.759 -2.022
H 1.825 0.547 -0.160
H 0.728 2.229 1.231
H 0.334 -0.845 1.724
H -1.311 -1.485 -0.883
H -1.368 -2.193 0.745
H 0.010 -2.511 -0.307
```


2.
Formula: C29H36BrINO5S2SiTl
Source: the OMol25 dataset
Level of theory: ωB97M-V/def2-TZVPD

Results
- Frontier orbital gap: 8.7 eV
- Relative energy (zero: lowest compared OMol25 entry of this formula, charge and spin): 21.8 kJ/mol
- DFT total energy: -154769.7081 eV

The geometry in XYZ format:
```
77
C29H36BrINO5S2SiTl | the OMol25 dataset | ωB97M-V/def2-TZVPD
Tl -0.642 -1.031 -1.336
C 1.326 -0.701 -0.454
Si 1.153 0.753 0.702
C -0.695 1.032 1.070
N -1.604 0.846 -0.079
C -3.016 0.535 0.334
C -4.020 1.569 -0.163
C -3.538 2.978 0.175
C -2.173 3.262 -0.490
C -1.552 1.977 -1.031
C 1.879 0.431 2.396
C 1.449 -0.673 3.139
C 1.867 -0.865 4.448
C 2.727 0.052 5.042
C 3.182 1.142 4.315
C 2.762 1.328 3.002
C 1.914 2.290 -0.036
C 2.917 2.235 -1.006
C 3.476 3.395 -1.526
C 3.036 4.637 -1.089
C 2.044 4.716 -0.118
C 1.497 3.553 0.406
H 1.543 -1.644 0.051
H 2.022 -0.554 -1.281
H -0.848 2.009 1.549
H -0.947 0.277 1.815
H -3.047 0.511 1.425
H -3.294 -0.451 -0.032
H -4.978 1.364 0.318
H -4.174 1.454 -1.238
H -3.441 3.051 1.263
H -4.273 3.723 -0.128
H -1.496 3.740 0.221
H -2.278 3.954 -1.328
H -0.510 2.151 -1.313
H -2.083 1.659 -1.928
H 0.780 -1.396 2.682
H 1.523 -1.727 5.008
H 3.040 -0.085 6.070
H 3.864 1.849 4.771
H 3.125 2.182 2.440
H 3.272 1.274 -1.366
H 4.258 3.331 -2.274
H 3.467 5.542 -1.501
H 1.699 5.683 0.231
H 0.735 3.629 1.176
O -4.210 -2.574 -2.522
S -2.845 -2.173 -2.716
O -2.350 -2.437 -4.087
O -2.609 -0.697 -2.412
O -1.899 -2.868 -1.741
O -1.279 -1.975 0.960
S -1.120 -3.285 1.705
C -2.022 -4.570 0.785
C -2.951 -5.235 1.792
C -3.557 -4.079 2.581
C -2.363 -3.246 3.041
H -1.291 -5.239 0.334
H -2.552 -4.036 -0.005
H -2.381 -5.883 2.465
H -3.699 -5.850 1.293
H -4.154 -4.421 3.426
H -4.195 -3.483 1.926
H -1.885 -3.670 3.925
H -2.578 -2.192 3.214
Br 0.979 1.710 -4.006
C 2.300 0.341 -4.052
C 3.629 0.739 -3.970
C 4.628 -0.222 -3.922
C 4.296 -1.569 -3.982
C 2.968 -1.948 -4.104
C 1.948 -1.001 -4.136
I -0.070 -1.680 -4.227
H 3.874 1.793 -3.944
H 5.661 0.086 -3.834
H 5.072 -2.324 -3.936
H 2.707 -2.998 -4.183
```


3.
Formula: C3H3FN2S
Source: the OMol25 dataset
Level of theory: ωB97M-V/def2-TZVPD

Results
- Frontier orbital gap: 9.7 eV
- Relative energy (zero: lowest compared OMol25 entry of this formula, charge and spin): 25.2 kJ/mol
- DFT total energy: -19692.1755 eV
- SMILES string: Fc1nc[nH]c1S

The geometry in XYZ format:
```
10
C3H3FN2S | the OMol25 dataset | ωB97M-V/def2-TZVPD
C -0.200 0.343 -0.039
C 1.828 -0.128 -0.864
C 0.323 -0.810 0.544
H -1.610 1.937 0.841
H 0.741 1.576 -1.421
H 2.780 -0.022 -1.366
N 0.792 0.723 -0.928
N 1.572 -1.053 0.025
F -0.188 -1.615 1.412
S -1.780 1.058 -0.143
```


4.
Formula: C22H39BCl2FN5O6PS3
Source: the OMol25 dataset
Level of theory: ωB97M-V/def2-TZVPD

Results
- Frontier orbital gap: 6.7 eV
- Total charge: -1
- DFT total energy: -113415.6358 eV

The geometry in XYZ format:
```
80
C22H39BCl2FN5O6PS3 | the OMol25 dataset | ωB97M-V/def2-TZVPD
C 4.808 2.458 4.520
C 4.850 1.628 3.240
O 3.797 2.069 2.404
C 3.268 1.245 1.381
C 4.085 1.526 0.074
Cl 3.300 2.506 -1.100
C 5.336 1.133 -0.184
C 6.264 0.392 0.721
Cl 6.113 1.530 -1.680
O 2.009 1.769 1.158
P 0.581 0.806 1.430
S -1.106 -0.779 1.764
C -0.469 2.429 1.330
C -0.091 3.417 0.242
F 0.735 4.435 0.735
C 0.422 0.403 -0.427
C -0.898 0.665 -1.167
C -1.469 -0.593 -1.853
C -2.994 -0.620 -1.969
C -3.716 -1.440 -0.876
C -4.767 -0.648 -0.091
C -5.944 -1.516 0.389
S -7.569 -0.963 -0.209
C -7.587 0.598 0.518
N -7.130 0.967 1.668
N -7.401 2.315 1.778
C -8.008 2.648 0.699
O -8.165 1.625 -0.161
B 0.527 1.049 3.403
N -0.768 1.142 4.125
O 1.680 1.191 4.206
O 1.682 -0.607 1.587
C 2.998 -0.264 1.754
N 3.800 -1.269 0.998
C 3.584 -1.542 -0.133
S 3.305 -1.894 -1.629
H 3.779 2.670 4.789
H 5.414 3.356 4.444
H 5.233 1.859 5.329
H 4.768 0.575 3.506
H 5.804 1.823 2.747
H 6.700 -0.450 0.183
H 5.791 0.001 1.605
H 7.096 1.035 1.013
H -2.227 -0.062 1.661
H -0.345 2.966 2.274
H -1.531 2.209 1.253
H -0.988 3.922 -0.131
H 0.397 2.958 -0.614
H 1.218 0.916 -0.964
H 0.643 -0.658 -0.514
H -1.689 1.091 -0.551
H -0.695 1.373 -1.974
H -1.155 -1.471 -1.290
H -1.027 -0.691 -2.846
H -3.409 0.389 -1.980
H -3.271 -1.062 -2.928
H -4.237 -2.278 -1.344
H -2.979 -1.870 -0.200
H -4.328 -0.179 0.787
H -5.165 0.149 -0.718
H -6.016 -1.516 1.473
H -5.850 -2.550 0.068
H -8.367 3.634 0.467
H -0.835 2.046 4.584
H -0.851 0.416 4.824
H 2.030 0.328 4.446
H 3.243 -0.454 2.799
C -0.705 -3.605 -5.568
O -1.291 -2.607 -5.206
N 0.508 -3.991 -5.129
C 1.149 -5.194 -5.610
C 1.197 -3.172 -4.139
H -1.131 -4.302 -6.314
H 1.336 -5.885 -4.785
H 2.102 -4.956 -6.087
H 0.507 -5.687 -6.339
H 0.605 -3.090 -3.228
H 1.356 -2.167 -4.529
H 2.155 -3.629 -3.908
```


5.
Formula: C22H26F3N2
Source: the OMol25 dataset
Level of theory: ωB97M-V/def2-TZVPD

Results
- Frontier orbital gap: 5.9 eV
- Total charge: -1
- DFT total energy: -34369.2208 eV

The geometry in XYZ format:
```
53
C22H26F3N2 | the OMol25 dataset | ωB97M-V/def2-TZVPD
N 5.043 -1.510 -0.624
C 4.266 -0.789 -1.673
C 3.363 0.317 -1.101
C 1.835 -0.023 -1.083
N 1.381 -0.889 -2.161
C 1.071 -2.083 -1.679
F 2.046 -2.657 -0.857
F -0.103 -2.139 -0.912
F 0.839 -2.937 -2.721
H 4.713 -2.466 -0.539
H 6.008 -1.585 -0.925
H 3.741 -1.506 -2.310
H 5.006 -0.291 -2.322
H 3.727 0.519 -0.081
H 3.525 1.232 -1.689
H 1.561 -0.377 -0.069
H 1.299 0.940 -1.207
C 2.537 -7.398 2.189
C 3.677 -6.988 2.867
C 4.124 -5.679 2.746
C 3.426 -4.777 1.953
C 2.284 -5.185 1.277
C 1.842 -6.497 1.392
H 2.189 -8.420 2.280
H 4.218 -7.691 3.491
H 5.017 -5.361 3.270
H 3.771 -3.754 1.861
H 1.741 -4.480 0.661
H 0.954 -6.816 0.860
C -1.753 3.459 -1.206
C -0.945 2.727 -0.348
C 0.011 3.374 0.425
C 0.150 4.753 0.346
C -0.662 5.486 -0.510
C -1.611 4.838 -1.289
H -2.496 2.954 -1.811
H -1.057 1.652 -0.282
H 0.647 2.802 1.089
H 0.893 5.257 0.952
H -0.553 6.562 -0.571
H -2.241 5.409 -1.961
C -6.625 1.996 0.042
C -7.618 2.937 0.279
C -7.283 4.276 0.430
C -5.956 4.674 0.336
C -4.964 3.733 0.096
C -5.297 2.393 -0.047
H -6.886 0.951 -0.073
H -8.653 2.627 0.346
H -8.057 5.010 0.621
H -5.695 5.719 0.449
H -3.930 4.043 0.021
H -4.522 1.659 -0.228
```


6.
Formula: C9H8N2O2P
Source: the OMol25 dataset
Level of theory: ωB97M-V/def2-TZVPD

Results
- Frontier orbital gap (alpha / beta): 6.3 / 6.5 eV
- Total charge: -1
- Relative energy (zero: lowest compared OMol25 entry of this formula, charge and spin): 55.3 kJ/mol
- DFT total energy: -25823.0404 eV

The geometry in XYZ format:
```
22
C9H8N2O2P | the OMol25 dataset | ωB97M-V/def2-TZVPD
C -2.174 -2.513 0.002
C -3.071 -1.479 -0.321
C -0.869 -2.146 0.322
C -2.635 -0.176 -0.274
C -0.396 -0.879 0.254
C -1.366 0.203 0.059
C 1.530 0.657 0.113
C 1.059 -0.638 0.386
C 2.908 2.574 -0.140
N -0.952 1.428 0.366
N 2.596 1.293 0.352
O -1.609 2.409 -0.169
O 3.513 -1.616 0.048
P 2.145 -1.987 0.576
H -2.554 -3.546 -0.119
H -4.055 -1.598 -0.660
H -0.209 -2.904 0.463
H -3.246 0.605 -0.444
H 0.415 1.413 -0.026
H 3.400 2.762 -1.225
H 1.988 3.170 -0.153
H 3.583 2.968 0.589
```


Question: Look up the DFT total energy of the second one.
Answer: -154769.7081 eV


What did the third record say?
Formula: C3H3FN2S
Source: the OMol25 dataset
Level of theory: ωB97M-V/def2-TZVPD

Results
- Frontier orbital gap: 9.7 eV
- Relative energy (zero: lowest compared OMol25 entry of this formula, charge and spin): 25.2 kJ/mol
- DFT total energy: -19692.1755 eV
- SMILES string: Fc1nc[nH]c1S

The geometry in XYZ format:
```
10
C3H3FN2S | the OMol25 dataset | ωB97M-V/def2-TZVPD
C -0.200 0.343 -0.039
C 1.828 -0.128 -0.864
C 0.323 -0.810 0.544
H -1.610 1.937 0.841
H 0.741 1.576 -1.421
H 2.780 -0.022 -1.366
N 0.792 0.723 -0.928
N 1.572 -1.053 0.025
F -0.188 -1.615 1.412
S -1.780 1.058 -0.143
```